Record 1
{"formula": "C13H25BrCl8I2NO4P", "method": "the ωB97M-V functional and the def2-TZVPD basis", "elements": ["C", "C", "C", "I", "N", "I", "C", "C", "O", "C", "C", "C", "C", "O", "O", "P", "O", "Br", "H", "H", "H", "H", "H", "H", "H", "H", "H", "H", "H", "H", "H", "H", "H", "H", "H", "C", "Cl", "Cl", "H", "H", "C", "Cl", "Cl", "H", "H", "C", "Cl", "Cl", "H", "H", "C", "Cl", "Cl", "H", "H"], "xyz": [[-3.468550, -0.475334, -1.928583], [-2.492035, -1.426563, -2.621982], [-1.174331, -1.598012, -1.857449], [-0.037219, -3.211156, -2.807815], [-1.416927, -1.786184, -0.452437], [-2.533105, -3.479679, -0.098097], [-0.201148, -1.903451, 0.369881], [0.762928, -0.726773, 0.270365], [0.229491, 0.450194, 0.886201], [1.184637, 1.542409, 0.910653], [0.854062, 2.354543, 2.155325], [1.105703, 3.854823, 2.052959], [-0.052939, 4.594965, 1.461443], [-1.174268, 4.270249, 1.575162], [0.304878, 5.705744, 0.766416], [1.019388, 2.511791, -0.701988], [2.033562, 1.773616, -1.776792], [-1.042822, 2.003404, -1.410546], [-3.285330, 0.549645, -2.219973], [-3.489371, -0.572455, -0.847038], [-4.469743, -0.704490, -2.290929], [-2.943556, -2.388092, -2.833868], [-2.277305, -1.002338, -3.599099], [-0.605449, -0.702539, -2.045083], [-0.555215, -1.949383, 1.408201], [0.340664, -2.837573, 0.197708], [1.039341, -0.481260, -0.757246], [1.675456, -1.009613, 0.796358], [2.223672, 1.178662, 0.953106], [1.500785, 1.988136, 2.944822], [-0.156919, 2.169269, 2.497628], [1.205358, 4.229045, 3.073410], [2.039311, 4.112972, 1.573207], [-0.179224, 5.689109, -0.071970], [1.611464, 1.006651, -2.193615], [-3.462451, 1.786984, 1.905111], [-4.075459, 0.295691, 1.170564], [-4.628775, 3.106143, 1.764042], [-3.268487, 1.603387, 2.955691], [-2.547263, 2.074132, 1.398461], [4.932288, -0.261805, 2.290654], [4.995889, -0.685267, 0.576044], [3.267871, -0.003483, 2.828879], [5.361416, -1.071668, 2.869736], [5.495641, 0.650686, 2.447626], [1.613842, -3.524211, 4.374274], [3.032607, -2.914128, 5.237048], [0.847442, -2.268101, 3.394183], [1.924556, -4.331257, 3.721058], [0.894497, -3.885810, 5.099594], [-0.416769, -2.928739, -7.212028], [1.183881, -2.721417, -6.492040], [-1.683784, -2.224061, -6.201772], [-0.429740, -2.438882, -8.178581], [-0.612445, -3.988526, -7.326879]], "forces_ev_per_angstrom": [[-0.45, -0.57, -0.32], [0.11, 0.27, -0.14], [-1.41, -0.15, 0.03], [0.33, 0.05, -0.06], [0.97, -0.30, -0.48], [-0.26, 0.12, 0.19], [-0.37, 0.69, 0.66], [-0.21, 0.25, 0.07], [0.87, -0.46, 0.59], [-1.74, -0.95, -1.04], [0.60, 0.31, 0.08], [0.06, 0.06, 0.88], [1.91, 0.72, -0.58], [-2.43, -0.98, 0.16], [0.59, -0.04, -0.41], [0.74, 1.31, 0.00], [-0.88, -0.32, 0.25], [0.37, -0.11, 0.14], [0.15, 0.30, 0.19], [0.24, 0.01, -0.45], [-0.16, 0.00, -0.02], [-0.12, -0.26, 0.20], [0.31, -0.07, -0.19], [0.47, 0.09, 0.37], [0.07, 0.07, -0.35], [0.12, 0.02, -0.29], [0.02, -0.29, -0.15], [0.12, -0.13, -0.05], [-0.32, 0.12, -0.23], [0.08, -0.18, 0.19], [-0.27, -0.04, -0.28], [-0.03, 0.12, 0.15], [0.11, 0.02, -0.33], [-0.29, 0.35, 0.27], [0.35, -0.03, -0.01], [0.14, 0.02, 0.01], [-0.06, 0.17, 0.56], [0.03, 0.02, 0.03], [-0.10, -0.02, 0.00], [-0.07, 0.02, -0.08], [0.11, 0.01, 0.03], [0.03, 0.01, 0.00], [0.38, -0.08, 0.35], [-0.09, -0.06, -0.04], [-0.06, 0.03, -0.06], [-0.02, -0.06, 0.00], [0.01, -0.06, 0.02], [-0.03, -0.19, 0.27], [0.05, 0.07, -0.04], [0.01, 0.10, 0.04], [0.00, -0.03, -0.05], [0.05, -0.02, -0.11], [-0.10, 0.01, -0.12], [0.02, 0.08, 0.06], [0.01, 0.00, 0.11]], "nbo_charge": [-0.62, -0.46, -0.11, -0.02, -0.57, 0.29, -0.28, -0.08, -0.56, -0.23, -0.42, -0.54, 0.80, -0.57, -0.71, 0.98, -0.98, -0.24, 0.20, 0.23, 0.21, 0.22, 0.22, 0.22, 0.23, 0.21, 0.16, 0.20, 0.23, 0.22, 0.24, 0.25, 0.24, 0.50, 0.49, -0.39, -0.03, -0.03, 0.22, 0.24, -0.39, -0.02, -0.02, 0.23, 0.22, -0.39, -0.03, -0.02, 0.22, 0.23, -0.39, -0.02, -0.02, 0.22, 0.22], "spin_multiplicity": 1, "charge": 0, "homo_lumo_gap_ev": 8.63, "e_tot_ev": -219278.58445, "lumo_ev": -0.09}

---

Record 2
{"formula": "C13H25CeN4O2P2", "method": "the ωB97M-V functional and the def2-TZVPD basis", "elements": ["C", "C", "N", "C", "C", "C", "C", "P", "Ce", "P", "C", "O", "O", "H", "H", "H", "C", "C", "H", "H", "H", "H", "C", "C", "H", "H", "H", "H", "H", "H", "H", "H", "H", "H", "H", "H", "H", "H", "H", "H", "H", "H", "N", "C", "N", "C", "N"], "xyz": [[0.832513, -1.354793, -3.347015], [1.017240, -1.241620, -1.974058], [-0.031845, -1.255526, -1.109192], [-1.275425, -1.506289, -1.591421], [-1.513523, -1.581775, -2.960745], [-0.452794, -1.490431, -3.857095], [2.435370, -1.175073, -1.452080], [2.648841, -0.660827, 0.318942], [-0.037125, -0.097393, 1.091363], [-3.081766, -0.537735, 0.512024], [-2.397891, -1.819716, -0.594605], [2.076720, 4.393481, -1.955638], [0.019921, 2.061795, 0.707151], [1.711316, -1.328890, -3.991824], [-2.540374, -1.725582, -3.293034], [-0.618416, -1.544570, -4.929640], [3.958781, -1.792810, 0.865427], [3.538069, 0.929798, 0.137107], [-3.285467, -2.120148, -1.174746], [-2.106951, -2.672234, 0.051614], [2.999164, -0.521123, -2.045686], [2.893115, -2.177724, -1.536527], [-4.748406, -0.966567, 0.994461], [-3.086722, 1.094688, -0.237648], [0.114432, 4.817328, 0.180189], [0.244794, 2.952636, 0.393706], [2.598612, 5.038062, -2.399136], [1.494724, 4.033238, -2.645193], [-2.348442, -0.528590, 1.754805], [-0.452539, 5.098068, 0.729598], [4.942014, -1.306838, 0.833779], [3.724211, -2.064955, 1.902708], [3.968428, -2.705094, 0.255441], [4.620186, 0.747224, 0.117647], [3.223640, 1.473885, -0.764207], [3.293353, 1.546425, 1.013034], [-4.139802, 1.403724, -0.316187], [-2.539746, 1.820625, 0.384735], [-2.639801, 1.072006, -1.242298], [-5.483392, -0.393121, 0.411594], [-4.927334, -2.041808, 0.856946], [-4.874606, -0.725604, 2.059164], [-0.011734, -0.629055, 3.315469], [-0.011406, -0.654255, 4.506261], [-0.037094, -0.815156, 5.754966], [0.092346, 0.107277, 6.681913], [0.194803, 0.845024, 7.587934]], "forces_ev_per_angstrom": [[-0.31, 0.01, -0.25], [-0.30, 0.08, 0.33], [-0.24, -0.59, -0.61], [0.12, 0.02, -0.37], [-0.50, -0.12, 0.58], [0.39, 0.11, 0.05], [-0.71, -1.17, 1.08], [0.56, 0.11, -0.91], [-0.07, 2.32, 0.12], [1.88, 0.49, -0.27], [-0.29, -0.30, -0.72], [-1.03, -1.18, 0.20], [0.03, -0.88, -0.26], [-0.33, -0.03, 0.09], [0.28, -0.04, -0.10], [-0.02, 0.00, 0.21], [0.06, -0.38, 0.63], [-0.03, 0.33, 0.28], [0.34, -0.36, 0.05], [-0.17, 0.29, -0.25], [0.88, 0.90, -1.00], [-0.27, 0.32, -0.18], [-0.52, -0.38, 0.31], [-0.31, 0.35, -0.06], [-1.73, 1.07, 1.64], [-0.15, -0.59, 0.34], [0.71, 0.90, -0.51], [0.28, 0.22, 0.34], [-0.76, 0.12, 0.11], [1.76, -0.91, -1.70], [-0.26, -0.21, -0.03], [0.34, -0.08, -0.22], [0.03, 0.23, 0.25], [-0.27, 0.16, -0.11], [0.04, -0.13, 0.30], [0.21, -0.02, -0.29], [0.33, 0.12, -0.04], [-0.06, -0.23, -0.16], [-0.07, -0.11, 0.33], [0.29, -0.23, 0.10], [0.02, 0.27, 0.08], [-0.02, -0.04, -0.28], [-0.13, -0.42, 1.42], [-0.03, -0.05, 0.42], [-0.02, -0.34, -1.33], [0.22, 1.63, 2.08], [-0.18, -1.25, -1.69]], "mulliken_charge": [-0.65, 0.57, -0.02, 0.66, -0.54, -0.69, -1.34, 0.84, 0.43, 0.87, -1.30, -0.61, -0.39, 0.47, 0.38, 0.44, -1.16, -1.28, 0.52, 0.46, 0.58, 0.43, -1.23, -1.17, -0.33, 0.01, 0.29, 0.31, -0.01, 0.33, 0.36, 0.32, 0.38, 0.44, 0.35, 0.34, 0.45, 0.38, 0.38, 0.41, 0.40, 0.44, -0.55, 0.62, -0.55, 0.44, -0.47], "spin_multiplicity": 1, "charge": 1, "homo_lumo_gap_ev": [5.05, 4.99], "e_tot_ev": -55438.60097, "lumo_ev": [-3.34, -3.34]}

---

Record 3
{"formula": "C13H25Cl3HfO2Si", "method": "the ωB97M-V functional and the def2-TZVPD basis", "elements": ["C", "C", "C", "C", "C", "C", "C", "C", "C", "C", "Hf", "Cl", "Cl", "Cl", "H", "H", "H", "H", "H", "H", "H", "H", "H", "H", "H", "H", "H", "H", "H", "O", "H", "C", "Si", "C", "C", "O", "H", "H", "H", "H", "H", "H", "H", "H", "H"], "xyz": [[-2.306008, 0.877708, -1.610258], [-2.089269, 1.948998, -0.680834], [-2.360423, 1.463609, 0.627545], [-1.687867, 3.310576, -1.048611], [-2.777087, 0.090375, 0.506286], [-2.731317, -0.263863, -0.868180], [-3.126690, -1.547393, -1.455200], [-2.147805, 0.953105, -3.066116], [-2.222774, 2.225251, 1.864841], [-3.179222, -0.794255, 1.614199], [1.160218, -0.764785, -0.178231], [1.381619, 2.730549, 0.659056], [1.093416, 0.581098, -2.167325], [0.270021, -0.350818, 2.022965], [-0.979209, 3.275809, -1.888629], [-1.159377, 3.783692, -0.212051], [-2.549178, 3.941158, -1.343068], [-1.314739, 2.843941, 1.806285], [-2.105394, 1.552065, 2.725816], [-3.095046, 2.881425, 2.048877], [-2.677016, -0.522324, 2.549528], [-2.922960, -1.838182, 1.389188], [-4.266323, -0.746960, 1.787835], [-3.315958, -2.305253, -0.686069], [-2.369693, -1.939810, -2.173589], [-4.065947, -1.438800, -2.045837], [-1.327905, 1.634264, -3.329042], [-3.070052, 1.313183, -3.558718], [-1.899970, -0.029692, -3.481995], [0.166055, -2.210441, -0.690588], [-0.373705, -2.740179, -1.427409], [5.613202, -0.262662, -0.045519], [4.452525, -1.438098, 0.856182], [4.975687, -3.252747, 0.705888], [4.207864, -0.892848, 2.660915], [2.954305, -1.346868, 0.094339], [6.650196, -0.487367, 0.273121], [5.348939, 0.782106, 0.213265], [5.514134, -0.385919, -1.141744], [6.044853, -3.335918, 0.949563], [4.384645, -3.867449, 1.401281], [4.796827, -3.612870, -0.320305], [3.870397, 0.163366, 2.683535], [3.432790, -1.509776, 3.155017], [5.177113, -0.999343, 3.188548]], "forces_ev_per_angstrom": [[-0.16, 0.22, 2.04], [-0.66, -1.99, 0.04], [-0.59, -1.56, -1.87], [0.42, 0.67, -0.09], [0.64, 1.39, -0.86], [0.56, 1.39, 0.50], [-0.45, -0.59, -0.73], [0.01, 0.16, -0.61], [0.24, 0.59, 0.78], [-0.21, -0.32, 0.31], [-0.75, 4.51, 1.05], [0.48, -0.42, 0.02], [0.35, -0.34, -0.20], [0.33, -0.42, 0.07], [-0.09, 0.22, 0.09], [-0.07, 0.09, -0.22], [0.18, 0.02, 0.01], [-0.19, -0.01, 0.21], [-0.05, 0.21, -0.02], [0.18, -0.02, 0.18], [-0.06, -0.09, -0.04], [-0.04, 0.01, 0.18], [-0.03, -0.16, 0.21], [0.08, -0.04, -0.13], [-0.24, -0.03, 0.23], [0.28, -0.29, 0.12], [-0.16, -0.07, -0.14], [0.15, -0.04, -0.21], [-0.02, 0.02, -0.16], [-3.11, -4.79, -3.72], [1.83, 2.14, 2.84], [0.09, -0.14, 0.11], [-1.85, 0.36, -0.41], [0.12, 0.33, 0.08], [0.27, -0.18, -0.35], [2.26, -0.59, 0.67], [-0.31, 0.30, -0.27], [0.17, -0.53, -0.14], [0.13, 0.04, 0.54], [-0.20, -0.24, -0.05], [0.22, 0.13, -0.19], [0.12, 0.14, 0.34], [0.20, -0.54, -0.01], [0.41, 0.28, -0.21], [-0.48, 0.14, 0.01]], "nbo_charge": [-0.09, -0.12, -0.12, -0.63, -0.13, -0.18, -0.61, -0.63, -0.63, -0.62, 2.24, -0.91, -0.55, -0.55, 0.20, 0.23, 0.15, 0.24, 0.19, 0.16, 0.20, 0.18, 0.16, 0.19, 0.16, 0.17, 0.20, 0.16, 0.18, -1.11, 0.52, -1.14, 1.89, -1.13, -1.14, -1.26, 0.21, 0.26, 0.24, 0.21, 0.23, 0.24, 0.27, 0.25, 0.21], "relative_energy_ev": 0.048, "spin_multiplicity": 1, "charge": -2, "homo_lumo_gap_ev": 3.73, "e_tot_ev": -64741.98011, "lumo_ev": 4.44}

---

Record 4
{"formula": "C13H25Cl3NOP2Tc", "method": "the ωB97M-V functional and the def2-TZVPD basis", "elements": ["C", "C", "H", "H", "H", "O", "Cl", "Tc", "P", "C", "C", "H", "H", "H", "H", "H", "H", "C", "H", "H", "H", "P", "C", "C", "H", "H", "H", "C", "H", "H", "H", "H", "H", "H", "Cl", "Cl", "C", "C", "C", "C", "N", "C", "H", "H", "H", "H"], "xyz": [[0.731684, 2.910581, -2.538141], [-0.088318, 2.118301, -1.592311], [0.137532, 3.768881, -2.900963], [1.051806, 2.284032, -3.380506], [1.631009, 3.286359, -2.035502], [-1.244717, 2.275859, -1.242295], [3.531547, 1.169978, -1.971025], [1.443485, 0.661789, -1.152160], [-0.225668, -0.609179, -2.185632], [-1.890017, -1.045864, -1.558714], [-0.776606, 0.091534, -3.791189], [-1.267062, -0.699750, -4.363310], [-0.017923, -2.434702, -3.775556], [0.071450, 0.472103, -4.364953], [1.478351, -2.215054, -2.818959], [-2.402421, -0.137744, -1.232852], [-1.493580, 0.904558, -3.638416], [0.386664, -2.237401, -2.775441], [-2.474575, -1.522836, -2.358641], [0.079571, -3.043610, -2.099754], [-1.832414, -1.729887, -0.713727], [1.045629, 1.654036, 0.876085], [-0.423539, 1.554720, 1.957460], [2.396509, 1.318630, 2.061055], [1.964542, 3.794576, 0.124003], [1.314832, 3.881237, 1.783023], [0.213712, 3.908612, 0.384318], [1.140452, 3.478772, 0.775590], [3.322424, 1.162840, 1.502459], [2.501463, 2.188669, 2.725782], [-0.274274, 2.193553, 2.838836], [-0.601724, 0.533217, 2.292433], [2.181092, 0.421628, 2.651277], [-1.305023, 1.891004, 1.416430], [2.309027, -1.334254, -0.288928], [-1.396988, -5.442995, 0.947221], [-0.795902, -4.032552, 1.667822], [-0.586767, -3.921406, 3.047867], [-0.034082, -2.746279, 3.542227], [0.188787, -1.698148, 2.652413], [-0.177960, -1.767790, 1.403751], [-0.479818, -2.934049, 0.849370], [-0.848099, -4.759190, 3.675513], [0.221903, -2.589717, 4.585041], [0.690158, -0.770293, 2.978011], [-0.475862, -3.024872, -0.228237]], "forces_ev_per_angstrom": [[0.99, 0.32, -0.46], [-5.34, -0.03, 1.92], [0.00, -0.39, 0.17], [0.01, 0.28, -0.03], [-0.07, 0.08, -0.26], [3.90, -0.56, -1.11], [-1.36, -0.19, 0.56], [4.25, -0.79, -1.37], [-2.75, -1.88, -1.96], [0.06, 0.41, 0.77], [0.44, 0.85, 0.08], [0.12, 0.03, 0.17], [0.05, 0.11, 0.29], [-0.10, -0.11, -0.16], [-0.13, -0.24, -0.17], [-0.07, -0.10, -0.03], [0.10, -0.10, 0.00], [0.69, 0.09, 0.26], [0.40, 0.20, 0.03], [0.15, 0.22, -0.19], [-0.13, 0.24, -0.12], [-0.60, 1.97, 3.43], [-0.44, -0.71, -0.46], [0.34, -0.45, -0.49], [-0.04, 0.06, 0.28], [-0.04, -0.27, -0.24], [0.06, -0.10, 0.09], [0.29, 0.31, -0.88], [0.10, 0.02, 0.27], [-0.11, -0.27, -0.25], [0.24, -0.03, -0.36], [-0.10, 0.28, -0.13], [0.20, 0.23, -0.21], [-0.10, 0.07, 0.01], [-0.84, 1.47, -0.37], [0.42, 0.95, 0.58], [-0.32, -1.80, -0.23], [0.33, 0.56, 1.19], [-0.35, -1.54, 0.56], [0.12, 0.37, 0.85], [0.35, -0.01, -2.83], [0.07, 1.51, 0.45], [0.05, -0.04, 0.24], [-0.12, -0.37, -0.01], [-0.52, -0.66, -0.01], [-0.20, 0.00, 0.11]], "nbo_charge": [-0.81, 0.54, 0.35, 0.29, 0.30, -0.43, -0.14, 0.41, 1.10, -0.91, -0.93, 0.29, 0.29, 0.26, 0.28, 0.28, 0.27, -0.92, 0.29, 0.24, 0.23, 1.18, -0.92, -0.92, 0.26, 0.30, 0.27, -0.94, 0.28, 0.29, 0.29, 0.24, 0.25, 0.28, -0.13, 0.38, 0.02, -0.15, -0.16, 0.20, -0.47, 0.16, 0.29, 0.29, 0.22, 0.22], "relative_energy_ev": 0.000, "s2": 3.911, "spin_multiplicity": 4, "charge": 3, "homo_lumo_gap_ev": [6.67, 5.73], "e_tot_ev": -75736.90860, "lumo_ev": [-12.51, -13.91]}